[1]
C15H22ClDyIN5OSe4 | wB97M-V/def2-TZVPD

- 2S+1: 6
- Orbital gap (spin up / spin down): 5.6 / 5.6 eV
- Molar mass: 929.07 g mol⁻¹
- LUMO (spin up / spin down): -0.0229 / -0.0227 hartree
- Highest occupied orbital energy (spin up / spin down): -0.22815 / -0.22805 Eh

```
50
Properties=species:S:1:pos:R:3:forces:R:3:lowdin_spin:R:1
C 6.022592 7.162750 9.050859 0.2 1.1 2.1 0.00
H 9.780305 5.414105 13.876593 -0.9 0.7 0.1 0.00
C 6.209554 6.292316 6.661637 0.2 -0.9 1.8 0.00
H 6.698521 4.484357 14.507792 0.2 1.4 0.3 0.00
C 9.587542 5.187346 11.464356 -0.5 0.0 -0.4 0.00
H 7.857870 4.792798 10.340135 0.4 -0.3 1.7 0.00
Se 4.511424 4.054875 12.394606 0.2 0.3 0.3 -0.01
H 9.997597 4.557016 12.230647 1.0 0.0 0.2 0.00
Dy 6.314155 6.256743 12.397565 -0.7 -1.1 -1.0 5.08
H 8.199577 3.392755 8.055955 0.3 -0.1 0.2 0.00
N 7.242749 5.105451 8.590140 -0.3 0.4 -2.2 0.00
H 5.491080 8.726682 13.700645 -1.8 0.2 0.8 0.00
C 8.668984 8.477460 13.063913 -1.4 1.2 -0.3 0.00
C 6.700672 5.266430 5.784314 1.0 1.2 1.2 0.00
H 7.467031 10.190065 13.418302 0.0 0.8 0.2 0.00
I 4.871110 9.995942 9.569374 -0.2 0.6 1.0 0.00
N 8.655932 6.960537 13.006830 1.2 2.3 -1.9 -0.01
H 6.030807 5.737185 15.332126 0.0 0.1 0.0 0.00
H 9.967810 6.910872 14.708260 -0.5 0.1 -0.3 0.00
C 5.373250 7.352681 6.261418 0.6 1.0 2.8 0.00
H 9.438124 8.912526 13.677597 0.9 -0.4 0.4 0.00
Se 3.530053 6.453799 15.674828 0.1 -0.9 -0.8 0.00
C 7.687881 4.250893 7.651620 0.2 0.4 2.7 0.00
H 8.814348 8.959221 12.067072 0.0 -1.1 0.4 0.00
H 6.007728 9.116420 12.146635 -0.2 -1.2 1.4 0.00
H 6.514234 5.469526 4.753295 -0.1 -0.4 -0.7 0.00
H 7.881078 6.798508 15.866488 0.7 -1.3 -0.3 0.00
H 8.196528 3.657637 11.555855 0.0 0.0 -0.1 0.00
C 9.187318 6.318187 14.179846 0.6 -1.1 1.1 0.00
C 5.396537 8.344084 8.534591 0.8 -2.8 -0.8 0.00
C 7.577741 4.314969 6.282379 -1.8 1.8 -0.7 0.00
C 8.121343 5.895122 15.224620 -0.6 2.0 -0.2 0.00
Cl 4.774871 7.588250 4.728947 -0.5 -0.3 -2.2 0.00
H 7.410983 8.942321 14.716285 -0.6 0.4 -0.6 0.00
N 6.795209 5.524534 14.683177 0.7 -1.8 -0.3 -0.01
H 10.224421 5.147205 10.540670 -0.6 -0.3 0.6 0.00
H 4.437003 9.152605 6.781317 0.0 0.2 0.1 0.00
C 5.044796 8.353712 7.175453 0.2 -0.7 -0.5 0.00
H 8.632703 5.090198 15.703712 -0.1 -0.4 1.2 0.00
H 9.388513 7.258981 10.938915 -0.5 -0.3 1.0 0.00
H 8.160566 3.669445 5.682611 0.1 -0.7 -0.6 0.00
C 9.573224 6.660785 11.866417 -0.1 -1.0 -1.2 0.00
C 6.548603 6.211643 8.113038 -0.6 -1.0 -1.3 0.00
Se 3.478861 6.034585 13.127274 0.0 0.4 0.6 -0.02
H 10.611260 6.836079 12.086512 0.6 0.7 0.6 0.00
N 8.232538 4.648470 11.352838 -1.3 0.8 -2.1 -0.01
Se 4.073495 8.621458 15.996102 0.4 0.3 -0.3 0.00
O 6.185764 6.957083 10.406809 0.0 0.7 -3.1 -0.01
N 6.207536 8.563357 13.039194 -0.1 1.1 -2.3 -0.01
C 7.368873 9.144758 13.621989 2.6 -1.8 1.1 0.00
```
Forces are in eV/Å.

***

[2]
C30H45IrNO2P2 | wB97M-V/def2-TZVPD

- 2S+1: 6
- Orbital gap (spin up / spin down): 7.1 / 3.5 eV
- Charge: +2
- Molar mass: 705.86 g mol⁻¹
- LUMO (spin up / spin down): -0.1848 / -0.3448 hartree
- Highest occupied orbital energy (spin up / spin down): -0.44682 / -0.47295 Eh

```
81
Properties=species:S:1:pos:R:3:forces:R:3:lowdin_spin:R:1
H -2.880126 -5.070861 -2.577472 0.1 0.5 0.5 0.00
C 0.821601 -0.550435 0.315610 0.2 -0.3 -1.1 0.02
C 0.587620 2.056897 5.797096 -0.9 1.1 2.0 0.25
C 1.210148 -3.614044 2.622384 0.1 0.2 -0.3 0.00
H -5.910575 0.920677 -4.075842 0.3 0.4 0.2 0.00
H -0.503646 3.673744 -1.654911 0.6 -0.4 0.4 0.04
C 1.678399 -0.864822 2.668417 -0.8 -0.6 0.5 0.00
H 1.408030 -0.683677 -5.371807 -0.3 0.4 0.2 0.00
H -1.438856 2.630357 -3.406789 0.0 -0.2 -0.6 0.02
C 2.833239 2.893269 5.375695 -1.2 1.2 1.9 0.17
H -1.598901 -0.961230 -6.024462 0.1 0.2 0.2 0.00
C -2.771804 -3.576953 -1.065234 0.7 -0.5 -0.7 0.00
C -1.616741 0.134722 -5.921742 0.3 0.2 0.1 0.02
H 0.499672 3.118311 -0.205738 -0.2 -0.2 -1.0 0.04
H 1.041470 -3.356737 0.473830 -0.4 0.1 0.2 0.00
C 1.148196 -2.854803 1.433782 0.0 -0.3 0.3 0.00
N 1.937199 0.502007 2.716771 0.3 0.6 0.5 -0.01
C -0.638343 2.060566 6.681426 0.5 0.3 0.1 0.04
H -1.518425 2.413813 6.122214 0.2 -0.2 0.1 0.02
C 1.152529 0.375343 -5.202955 0.3 0.5 -0.2 0.01
C -4.608701 -1.242247 -4.532244 -0.1 -0.2 0.1 0.01
H 0.054400 -3.159677 -3.308453 0.0 0.6 0.0 0.00
H 1.492538 -3.549237 4.784265 0.1 0.1 -0.4 0.00
H 1.197370 3.026929 -1.911153 -0.7 0.3 0.6 0.02
C 2.930789 2.073891 4.257985 -0.5 -1.4 -1.3 0.23
H -3.236607 1.658390 -6.001501 0.3 -0.1 -0.1 0.00
H -5.550539 -0.775474 -4.852238 0.3 -0.2 -0.1 0.00
H -0.551073 -0.519667 4.717422 0.1 0.1 0.0 0.02
C 0.638371 1.271033 4.638885 0.4 -1.5 -2.3 0.21
C -1.478939 -0.478622 -2.305335 -1.4 -2.0 -1.0 0.61
H 1.548769 3.556287 6.978971 0.1 -0.2 -0.2 0.00
H 0.462001 -0.987161 -3.135779 -0.4 -0.4 0.5 0.02
H 1.044626 -4.695669 2.613663 0.1 0.5 -0.2 0.00
C 1.249887 -1.456508 1.460440 0.3 0.5 0.4 0.01
H 3.855850 2.012281 3.679965 -0.3 0.1 0.2 0.01
H -4.893634 -1.991031 -3.777806 0.3 0.3 0.0 0.00
P -0.490560 0.561903 -4.435798 -0.2 -2.6 -3.5 0.09
H -3.754095 0.014641 -6.422676 0.6 0.6 0.3 0.00
C -0.546453 0.456852 4.212810 -0.2 0.4 -0.1 0.04
C -5.055288 1.181303 -3.437571 -0.1 0.6 -0.3 0.02
H 1.145615 0.883490 -6.181253 0.1 -0.1 0.4 0.00
H 0.160249 2.854979 -4.066388 0.1 -0.2 0.0 0.00
H -1.491444 0.948886 4.471844 0.3 0.0 0.1 0.01
H -0.886037 1.069988 7.094259 0.1 0.1 -0.3 0.01
C -3.077278 0.602030 -5.766005 -0.6 0.3 0.3 0.01
H -2.831336 -2.801982 -4.041725 -0.4 -0.1 -0.2 0.00
H 2.404142 0.911513 1.919979 -0.1 0.0 0.2 0.00
H -1.160491 0.514595 -6.855749 -0.2 0.0 0.5 0.00
C -2.703316 -1.170055 -1.712532 -0.3 0.6 -0.6 0.06
H 2.008546 -1.130038 4.781847 0.1 -0.1 -0.1 0.00
H -3.483260 -0.436162 -1.386728 0.9 -0.2 0.0 0.00
C -0.750547 -2.570354 -3.778579 0.3 -0.4 -0.6 0.00
C 1.651600 2.899020 6.118002 1.3 0.7 0.1 0.03
H 3.671770 3.524533 5.667494 -0.2 -0.1 0.0 0.01
H -0.571482 0.274739 3.134003 0.3 0.0 0.2 0.00
O 0.303696 0.606650 0.583730 -0.1 -1.0 -0.3 0.15
P -3.562472 0.252905 -3.975526 -1.9 -0.8 -2.1 0.08
C -2.034979 -3.372512 -3.583073 -0.1 -0.4 -0.7 0.00
C 0.266239 2.943404 -1.290667 1.3 2.2 -0.3 0.29
H 1.936045 0.833061 -4.580717 -0.2 -0.2 -0.1 0.00
H -1.847127 -4.208401 -4.263661 -0.3 0.0 0.0 0.00
C -2.550035 -4.052128 -2.318394 -0.4 0.1 1.1 0.00
H -3.008753 -1.925162 0.262534 0.1 -0.1 0.0 0.00
H -4.212395 -1.761775 -5.419897 0.1 0.1 0.5 0.00
H -3.205217 -4.204147 -0.262129 0.3 0.1 -0.9 0.00
O 0.910252 -0.929060 -0.894809 -0.1 0.4 1.4 0.13
H -1.355269 -2.069492 -0.302845 -0.4 -0.4 -0.1 0.00
Ir -0.463960 1.115443 -1.481249 1.2 -0.6 3.0 2.05
H -4.861513 2.259796 -3.480894 -0.2 -0.2 0.2 0.00
C -0.607173 -1.130964 -3.367710 0.4 2.9 2.3 0.06
C -0.782025 2.332357 -4.237632 -0.2 0.9 0.3 0.08
H -0.511885 -2.588129 -4.859896 -0.1 -0.3 0.3 0.00
H -5.328376 0.880613 -2.413319 0.3 0.2 -0.3 0.00
C 1.482575 -2.989806 3.843691 -0.1 0.3 -0.4 0.00
H -0.483058 2.740916 7.528099 -0.1 -0.2 -0.3 0.00
H -3.212461 -1.655456 -2.575361 0.5 0.0 1.1 0.01
H -1.194220 2.684153 -5.188386 -0.1 0.0 0.0 0.01
H -1.814196 0.664706 -2.562664 -0.3 -1.2 0.4 0.08
C -2.411039 -2.178365 -0.617803 0.1 -0.2 0.3 0.02
C 1.756968 -1.625165 3.849838 0.0 -0.1 -0.4 0.00
C 1.836089 1.277979 3.879510 0.2 -0.4 -0.6 0.00
```
Forces are in eV/Å.